8
Properties=species:S:1:pos:R:3:forces:R:3 method="wB97M-V/def2-TZVPD" lumo_ev=0.10 homo_ha=-0.3234 de_lowest_kcal_mol=14.9 orbital_gap_ev=8.9 charge=0
C -1.291254 0.299610 0.356060 2.124 -0.849 2.059
N -0.179994 0.453162 -0.458348 -0.898 0.595 -1.849
O 1.870630 -0.771705 0.351350 -1.051 1.049 2.445
S -2.756230 -0.203918 0.039692 -1.589 -0.127 -1.293
S 1.375531 0.778156 0.042340 -0.216 -0.879 0.064
H -1.096219 0.264259 1.468489 0.720 0.792 -1.302
H -0.299127 0.385769 -1.510877 -0.262 -0.011 1.939
H 2.376660 -1.205335 -0.288709 1.172 -0.569 -2.063